{"formula": "CH2F2INOS", "method": "wB97M-V/def2-TZVPD", "e_above_lowest_kj_mol": 185.6, "homo_energy_ev": -8.762, "gap_ev": 8.37, "energy_ev": -28973.7802, "total_charge": 0, "symbols": ["C", "N", "O", "F", "F", "S", "I", "H", "H"], "coordinates": [[0.750, 3.252, -0.079], [-0.128, 0.677, -0.157], [-2.162, -1.337, -0.999], [0.832, 3.385, 1.284], [1.317, 4.330, -0.698], [0.199, 1.946, -0.930], [-3.141, -0.024, 0.076], [0.061, 0.552, 0.852], [-1.360, -0.989, -1.500]], "forces_ev_per_a": [[0.592, 1.007, 0.832], [0.101, -0.771, 0.808], [1.190, -0.124, -1.084], [-0.074, -0.466, -2.296], [-1.036, -1.515, 0.840], [0.969, 1.396, 0.485], [-0.107, -0.005, -0.158], [-0.101, 0.446, -0.838], [-1.533, 0.031, 1.410]], "lowdin_charge": [-0.59, -0.49, -0.81, 0.04, 0.03, 0.96, 0.83, 0.03, 0.00]}